Below is a molecular structure, C40H68BIN6NiS3Sb, with properties calculated with wB97M-V/def2-TZVPD.

ORCA input file:
```
! RIJCOSX wB97M-V def2-TZVPD def2/J DEFGRID3
* xyz 1 1
H 4.21 -4.24 -4.89
C -0.62 -2.07 -4.14
H 3.58 -5.45 -3.78
C 2.48 -0.34 3.84
C -3.34 1.83 0.92
C 2.35 -6.15 -0.95
H 2.04 -2.30 -5.11
C -2.04 -0.34 1.91
H -1.98 -4.09 -1.71
N -2.03 1.72 0.80
Ni 1.51 -2.16 -0.36
H 3.76 -2.24 -1.79
H 0.16 -6.84 -3.53
H 2.17 7.20 -0.62
C -4.19 -1.34 2.81
H -0.28 -4.72 -5.05
H -0.34 7.30 -1.09
N -1.41 0.67 1.28
H 0.06 -2.13 -4.99
H -0.32 5.43 1.50
C 0.97 2.22 -2.20
H 1.40 4.39 6.17
H 4.11 -3.96 -1.68
C -0.16 2.09 6.22
C 0.59 2.74 5.05
C -3.93 3.09 0.31
C -4.07 0.83 1.57
H 0.14 4.12 3.44
H 2.28 6.01 -1.92
C 3.98 -3.13 -2.38
H 4.36 -1.35 3.73
H 1.23 -7.87 -2.61
C 0.73 4.08 -0.62
H 3.04 -2.35 4.27
C 2.07 0.68 4.63
H -1.07 -6.08 -1.48
H -1.62 -2.36 -1.69
H 1.19 2.32 -4.32
H -1.34 -5.43 -3.82
H -2.78 -3.02 -2.85
C -0.36 3.66 4.28
H 2.37 3.97 4.76
C 2.12 6.13 -0.85
H -5.02 -0.89 3.37
H -0.52 2.86 6.90
C -3.56 3.12 -1.18
C 0.98 3.56 -1.93
S 2.41 -1.77 1.58
N 0.63 1.53 2.96
C 1.93 -0.46 2.50
H -3.55 4.29 2.09
H -1.01 1.52 5.87
C 1.10 -6.85 -2.98
H 0.49 1.42 6.80
C 1.77 3.56 5.58
H -3.93 4.06 -1.62
H -1.96 -4.21 -4.92
C -3.31 4.29 1.02
Sb 1.10 -3.74 -2.19
H 4.93 -2.98 -2.91
C 2.88 -3.41 -3.42
B 0.17 0.67 0.93
H -4.61 -2.05 2.10
H -3.70 5.21 0.59
C -1.84 -3.21 -2.34
H 2.55 -4.81 -5.07
H 2.41 -5.47 -0.09
C 1.25 1.59 -3.52
C 3.46 -1.35 4.34
C 0.56 5.92 1.08
H 2.94 5.64 -0.32
C 2.70 -2.14 -4.25
C 1.11 1.63 4.15
H -1.34 5.86 -0.92
C 1.09 -5.90 -1.79
H -2.48 3.08 -1.31
S 0.47 -0.27 -0.73
C -1.08 -4.51 -4.34
C -5.45 3.12 0.46
H -0.25 6.02 -2.30
H 1.90 -6.66 -3.69
C 3.31 -4.55 -4.33
H -0.17 -5.55 -0.05
C -0.72 -3.39 -3.37
C -3.43 -0.27 2.10
H -4.02 2.30 -1.73
H 2.43 2.97 6.22
H 1.42 5.62 1.68
H 2.32 -7.17 -0.57
H 2.31 -1.32 -3.66
H -0.29 -1.25 -3.49
H -0.56 -3.32 0.85
C 0.67 1.43 -1.06
H -2.11 -2.56 0.49
H 0.44 7.00 1.18
H -1.22 3.11 3.89
H 3.26 -6.04 -1.53
H -0.71 4.44 4.95
H -1.61 -1.81 -4.52
H -3.56 -1.90 3.49
H 3.72 -1.14 5.37
H 2.26 1.16 -3.52
S -1.05 -1.69 2.47
C -1.50 -2.96 1.29
H 1.19 4.26 -2.73
N 0.48 3.29 0.39
N 0.48 1.99 0.12
N 1.04 0.50 2.15
C -0.13 -6.19 -0.93
H 2.44 0.76 5.64
H -2.23 4.28 0.92
H -5.14 0.93 1.68
C -0.36 6.22 -1.23
H -5.94 2.29 -0.05
H -5.76 3.12 1.51
H 0.55 0.78 -3.72
H -0.09 -7.23 -0.58
H -5.83 4.04 0.02
H 3.67 -1.84 -4.65
I -2.52 -4.65 2.11
C 0.76 5.58 -0.39
*
```

Computed properties:
HOMO-LUMO gap, eV: 5.020
LUMO, eV: -3.4
Energy above the lowest of the compared OMol25 structures with the same formula, charge and spin, kcal per mole: 55.1
Energy, eV: -140382.936

Below is a molecular structure, C40H68CdF12O23 in a non-equilibrium geometry, with properties calculated with wB97M-V/def2-TZVPD.

ORCA input file:
```
! RIJCOSX wB97M-V def2-TZVPD def2/J DEFGRID3
* xyz 0 1
C 0.07 10.00 -2.55
H -5.73 -7.83 3.55
F -2.60 -2.89 -12.62
F 11.37 -4.34 2.75
C 8.26 9.36 -3.05
H 7.44 7.49 -2.37
O -7.59 1.06 10.30
F -1.60 -1.11 -13.06
F 1.68 4.48 7.79
O 8.23 -3.19 1.56
H -6.79 1.44 8.06
C 2.69 0.99 -1.88
O -0.94 -3.48 -10.12
F 1.65 1.76 -1.92
O 10.27 -3.06 0.60
O 0.80 -0.75 -1.43
H -6.18 2.00 5.60
H -4.46 -4.65 -4.80
H 0.77 -1.57 0.41
H 1.39 0.13 0.46
C 8.90 10.10 -5.12
H -4.99 -6.91 6.19
Cd -0.50 -3.34 -6.36
H 0.08 -3.01 -11.87
H -7.61 -1.94 8.88
H -8.96 2.63 9.74
H -2.72 -0.40 -4.88
H -8.06 2.88 11.17
C -0.71 -0.13 0.47
H -2.16 7.95 -3.24
O -8.23 2.24 6.03
F 3.49 1.40 -2.82
H 7.42 9.91 -2.63
C 2.13 -0.53 -2.05
O 0.14 9.19 -1.50
O -1.64 -7.67 3.83
C 8.40 8.00 -2.36
H 1.10 -0.82 -12.11
C -5.02 -8.05 4.35
H -9.32 0.51 5.38
H -3.17 -0.98 -6.42
H -2.57 9.31 -2.09
C 10.02 -4.19 2.80
C -6.61 0.73 7.26
H 1.47 -6.11 -6.23
F -2.88 -1.38 -11.34
H -2.94 -6.50 -3.22
C 0.95 -6.54 -5.37
C -2.58 -6.07 -4.16
C -7.40 -0.87 8.85
C 1.81 0.12 -10.44
H 2.88 -1.00 -1.41
O -2.63 -2.48 -5.22
C -5.41 -9.30 5.16
C 9.41 -3.46 1.64
C -1.45 7.67 -0.43
H -4.26 -4.36 -3.04
H -9.44 1.73 11.05
O 9.89 10.44 -4.36
C -8.29 -0.05 9.78
H 10.43 -0.32 -1.24
C -0.65 -2.57 -11.20
O -0.94 9.67 -3.32
H -6.42 -9.05 5.49
F 9.69 -3.48 3.85
O -0.34 -5.90 -5.14
C 2.32 -1.14 6.64
C -1.10 -6.51 -4.15
F 1.43 2.92 9.26
H 0.88 -7.62 -5.46
O -2.59 -4.71 -4.33
H -0.88 0.86 0.03
H 11.65 -1.20 -0.19
H -8.66 -0.69 10.58
H -4.67 -9.59 5.90
C -9.38 1.40 6.01
C 9.87 -2.32 -0.52
C -1.79 8.76 -2.61
C 1.97 2.34 7.03
H -0.59 -6.53 -3.19
C 9.48 10.27 -2.98
O 2.21 1.11 7.48
H -7.18 0.64 5.26
H -5.58 -10.04 4.38
H 2.85 0.35 -10.64
H 10.22 9.58 -2.58
H -0.30 7.28 -2.29
H -0.74 7.18 0.24
C -2.42 -1.11 -5.65
H 1.26 -1.12 6.90
H -3.52 -2.02 -3.38
H -1.24 -7.53 -4.51
C 3.07 0.22 6.90
H 10.28 -2.81 -1.40
C -4.72 -6.84 5.13
H -5.57 0.41 7.18
H -4.58 -2.23 -4.64
H 1.69 0.30 -9.37
H -10.34 1.82 5.70
H -1.48 -0.99 -6.20
H 10.04 -0.51 0.44
H -9.44 1.02 7.03
C 10.61 -0.96 -0.38
O 0.05 -1.56 -10.53
H 3.56 0.56 5.99
H 8.78 -2.22 -0.59
C 0.70 -0.57 -0.01
C -7.04 1.45 5.98
F 3.41 1.33 -0.74
O 2.09 -1.27 -3.23
F -0.09 3.11 7.85
H -2.29 7.02 -0.68
H -1.62 -0.70 0.33
H -3.18 -6.57 -4.91
C -3.65 -2.66 -4.26
H 9.18 7.39 -2.80
H 2.21 -1.82 -11.27
O 0.69 11.04 -2.74
C -1.92 -2.00 -12.01
C 1.34 -1.18 -11.11
H 1.32 0.99 -10.87
C -2.79 -7.60 4.15
O -3.28 -6.74 5.07
C -0.81 8.09 -1.77
H -5.26 -5.95 4.82
H -1.77 8.48 0.22
H 2.86 -1.95 7.11
H -9.22 0.18 9.25
C -8.52 2.08 10.58
H 9.18 11.17 -2.45
O 2.25 2.76 5.88
H -0.66 -0.02 1.55
O 8.01 9.28 -4.45
H 8.46 8.09 -1.28
H 2.30 -1.18 5.55
C -3.85 -4.18 -4.03
O 8.88 10.34 -6.26
F 9.37 -5.36 3.04
H 1.58 -6.36 -4.50
O -3.76 -8.31 3.64
C 1.25 3.24 8.01
O -7.43 -0.42 7.50
H -6.36 -0.78 9.18
H 3.89 -0.04 7.57
*
```

Computed properties:
HOMO-LUMO gap, eV: 2.720
LUMO, eV: -4.7
Energy, eV: -126832.279

Below is 11 unconnected molecules or ions with the total composition C40H70ClN10O4 in a non-equilibrium geometry, with properties calculated with wB97M-V/def2-TZVPD.

ORCA input file:
```
! RIJCOSX wB97M-V def2-TZVPD def2/J DEFGRID3
* xyz -2 2
H 0.99 -0.04 -5.17
C -5.66 2.83 -1.07
H -4.03 -1.30 -1.12
H 4.21 -0.48 -2.30
C 2.96 -1.11 3.21
H -3.91 -3.55 0.25
C 2.22 1.18 -3.95
C 3.58 -2.46 -0.18
N -3.06 4.89 3.65
H -4.81 -2.77 1.49
C 1.06 -5.31 1.48
H 4.36 5.39 0.11
H 4.74 1.85 -2.22
C -2.66 2.32 3.24
H 2.03 1.48 4.62
C -3.20 -3.32 -3.42
C -5.97 -3.00 -0.25
C 0.18 2.15 5.41
H 3.00 1.05 -3.19
C -6.49 -4.39 0.02
C 0.06 -4.15 1.56
C 4.53 -1.52 -2.37
H -1.13 -3.03 -2.99
H 0.01 -3.78 -0.53
H 2.68 1.70 -4.79
C -2.87 3.75 3.49
C 4.82 3.76 1.41
N -0.95 2.53 -4.97
N 5.29 3.31 2.37
C 4.56 2.21 -1.20
C -1.79 -1.08 -4.83
N -2.26 -5.88 -0.30
H -5.61 1.39 1.67
O 1.15 1.14 0.28
C 1.16 2.17 -3.40
H 1.61 -5.37 2.42
H -5.01 1.04 3.28
H 4.69 -1.70 -3.44
O -0.02 -0.35 1.58
H -3.14 -1.13 0.36
H -4.12 -2.75 -3.26
H -3.22 3.73 -2.16
H -3.22 -4.34 -3.04
H 0.61 3.70 3.22
H 3.34 3.86 4.58
H 0.67 -3.27 1.79
C 3.07 -2.53 3.59
N -5.05 3.72 -4.75
H 0.41 -6.17 1.31
H 2.17 3.01 2.62
H -5.91 -2.95 -1.33
H 5.07 1.62 -0.44
H 3.51 1.96 -1.04
H -2.86 2.36 -3.16
C -0.02 2.36 -4.29
H 4.55 -2.49 0.32
C -4.45 2.08 -1.67
C -1.56 -4.99 -0.04
H 0.71 1.79 -2.47
H -0.54 -4.33 2.45
H -3.15 0.86 1.70
H 4.25 -0.14 4.49
C -3.69 2.92 -2.71
C 1.57 3.24 3.49
C -4.96 1.75 2.46
H -2.86 -0.53 -3.13
N -1.63 -1.01 -5.96
H 6.40 -0.52 3.48
H 2.68 -2.61 -2.16
O 0.47 -0.89 -0.68
H -3.08 -3.27 -4.50
C 5.84 -1.53 -1.76
H 5.80 3.89 -1.19
C -4.44 3.35 -3.86
C -0.70 -3.91 0.29
H -1.10 -0.59 -3.01
C 3.66 -2.61 -1.70
H -4.90 -0.64 0.29
H 2.52 5.17 3.67
H 1.60 3.15 -3.21
C 4.22 -0.27 3.41
H 2.14 -0.77 3.85
H 4.14 -3.54 -1.98
H -2.19 -2.46 -1.69
H 3.01 -3.25 0.33
H -1.34 -3.03 0.33
H -2.74 1.71 4.14
C -2.07 -2.53 -2.77
C 1.74 -0.23 -4.40
H 1.79 4.51 5.17
C -1.98 -1.11 -3.39
H -1.61 2.31 2.96
H 3.17 -1.49 0.09
C 1.12 1.97 4.28
H -3.36 2.48 1.16
N -6.87 -5.48 0.15
N -0.59 2.28 6.29
C -4.61 -2.73 0.42
H 2.48 -0.90 -4.84
H -6.67 -2.24 0.13
C 4.73 3.71 -1.12
H 2.59 -1.20 2.19
H 3.15 4.09 0.32
C 2.38 4.28 4.28
H -5.34 2.69 2.86
H -4.80 1.15 -2.13
H 4.24 4.16 -1.99
O -1.16 0.66 -0.20
H 1.27 -0.74 -3.56
Cl 0.13 0.15 0.26
H -3.78 1.74 -0.88
H 5.70 -1.15 1.99
C -4.14 -1.35 -0.03
C -3.48 1.84 2.03
N 6.90 -1.51 -1.25
C 4.21 4.32 0.19
N 3.11 -3.62 3.94
H -6.15 2.16 -0.37
H 1.74 -5.14 0.65
H 0.65 1.30 3.56
H -6.45 3.12 -1.76
H 4.16 0.74 2.99
H 5.58 -2.09 3.41
C 5.54 -1.05 3.06
H -5.29 3.65 -0.45
*
```

Computed properties:
HOMO-LUMO gap (alpha / beta), eV: 1.463 / 9.683
LUMO (alpha / beta), eV: 3.4 / 3.4
Energy above the lowest of the compared OMol25 structures with the same formula, charge and spin, kcal per mole: 0.0
Energy, eV: -78220.653